[1]
A structure of composition C19H33BiCl3GeIN5O6Si2Te, computed with the ωB97M-V functional and the def2-TZVPD basis.

```
! wB97M-V def2-TZVPD RIJCOSX def2/J DEFGRID3
* xyz 2 2
Bi -1.506 1.213 0.323
O -5.654 3.122 -0.639
C -4.414 2.708 -0.648
O -3.816 2.317 0.342
C -3.763 2.785 -1.991
C -4.386 3.308 -3.112
C -3.661 3.346 -4.293
C -2.369 2.844 -4.311
C -1.844 2.312 -3.139
N -2.525 2.307 -2.005
C -0.477 1.683 -3.021
O 0.232 1.475 -4.111
O -0.004 1.380 -1.940
H -6.044 3.054 0.248
H -5.401 3.676 -3.058
H -4.097 3.758 -5.192
H -1.798 2.882 -5.229
H -0.244 1.652 -4.932
N -2.886 0.265 2.058
N -2.115 -0.648 2.800
C -0.873 -1.084 2.316
O -0.317 -2.022 2.820
O -0.376 -0.342 1.341
H -3.172 1.048 2.644
H -3.715 -0.176 1.660
H -2.612 -1.301 3.388
I 0.532 3.262 6.466
C -0.338 3.389 4.599
C -0.600 4.525 3.873
N -1.169 4.123 2.721
N -1.298 2.786 2.651
C -0.791 2.333 3.798
H -0.429 5.564 4.096
H -1.487 4.706 1.966
H -0.759 1.276 4.007
Cl -4.917 -0.526 -1.072
Ge -2.758 -0.755 -1.198
Cl -2.289 -0.964 -3.291
Cl -2.337 -2.680 -0.302
C 3.237 -0.571 2.228
Si 3.441 0.470 0.704
C 5.183 1.053 0.472
C 2.242 1.908 0.726
C 3.044 -0.568 -0.867
Te 1.134 -1.435 -0.896
C 1.436 -3.110 0.322
Si 1.805 -4.675 -0.733
C 2.175 -6.016 0.490
C 0.292 -5.034 -1.757
C 3.258 -4.259 -1.825
H 3.496 0.017 3.111
H 3.908 -1.433 2.214
H 2.213 -0.925 2.364
H 5.493 1.665 1.322
H 5.290 1.657 -0.432
H 5.873 0.210 0.400
H 2.615 2.690 1.391
H 1.274 1.592 1.123
H 2.115 2.341 -0.268
H 3.777 -1.363 -1.012
H 3.056 0.092 -1.737
H 0.516 -3.212 0.899
H 2.244 -2.901 1.023
H 1.337 -6.146 1.178
H 3.066 -5.796 1.079
H 2.339 -6.966 -0.023
H -0.547 -5.347 -1.133
H 0.506 -5.846 -2.454
H -0.026 -4.172 -2.350
H 4.133 -3.962 -1.244
H 3.001 -3.446 -2.513
H 3.552 -5.113 -2.437
*
```

- <S²>: 0.75
- E_HOMO (alpha / beta): -0.4868 / -0.4868 Ha

[2]
A structure of composition C19H33Cl2EuN2O3S, computed with the ωB97M-V functional and the def2-TZVPD basis.

```
! wB97M-V def2-TZVPD RIJCOSX def2/J DEFGRID3
* xyz -1 8
O -1.077 -3.825 -0.066
C 0.108 -3.755 -0.415
C 1.200 -4.148 0.522
C 1.715 -3.344 1.529
H 1.537 -2.260 1.543
C 2.562 -3.929 2.493
H 2.986 -3.291 3.277
C 2.854 -5.299 2.440
H 3.493 -5.741 3.199
C 2.308 -6.087 1.412
H 2.517 -7.154 1.360
C 1.479 -5.501 0.463
H 1.032 -6.090 -0.344
H 0.334 -4.202 -1.457
C 0.338 -2.079 -2.760
C 0.910 -1.904 -1.355
H 0.829 -2.884 -3.373
H 0.454 -1.108 -3.324
H -0.749 -2.336 -2.710
C 2.227 -1.747 -1.121
C 3.328 -1.440 -2.125
H 2.594 -1.768 -0.077
H 4.013 -2.306 -2.259
H 3.839 -0.529 -1.718
H 2.862 -1.191 -3.107
Eu 0.663 0.560 -0.926
Cl 2.033 0.434 1.359
Cl 1.888 1.580 -2.951
H -1.786 -2.570 4.113
H -0.998 -0.147 4.586
C -1.003 -2.493 3.351
C -0.519 -0.072 3.608
N -0.978 -1.165 2.779
H -1.198 -3.226 2.570
C -1.391 -0.964 1.522
O -1.190 0.085 0.882
H -0.771 0.886 3.157
H -1.943 -1.810 1.077
H -0.037 -2.711 3.824
H 0.564 -0.129 3.754
H -4.497 0.974 -3.695
H -5.621 -0.846 -2.057
C -3.697 0.239 -3.786
C -4.719 -1.427 -2.258
N -3.599 -0.566 -2.583
H -2.751 0.733 -3.973
C -2.507 -0.507 -1.817
O -1.532 0.228 -2.034
H -4.478 -2.025 -1.383
H -2.499 -1.188 -0.942
H -3.958 -0.394 -4.631
H -4.958 -2.088 -3.092
C -0.644 4.496 0.512
S 0.233 3.544 -0.704
C 1.920 3.686 -0.061
H -1.292 3.835 1.098
H -1.263 5.228 -0.013
H 0.056 5.031 1.159
H 2.041 4.705 0.315
H 2.084 2.944 0.741
H 2.611 3.497 -0.892
*
```

- <S²>: 15.76
- E_HOMO (alpha / beta): -0.1058 / -0.1362 Ha

[3]
A structure of composition C19H33Cl2N4O4Ti, computed with the ωB97M-V functional and the def2-TZVPD basis.

```
! wB97M-V def2-TZVPD RIJCOSX def2/J DEFGRID3
* xyz 0 2
O -1.195 -2.035 -0.289
C -0.269 -2.928 -0.435
C -0.239 -3.933 0.708
C -0.456 -3.517 2.020
H -0.497 -2.457 2.269
C -0.654 -4.456 3.032
H -0.912 -4.122 4.051
C -0.551 -5.826 2.723
H -0.708 -6.576 3.516
C -0.238 -6.246 1.407
H -0.139 -7.309 1.142
C -0.098 -5.277 0.401
H 0.097 -5.491 -0.653
H -0.295 -3.464 -1.432
C 1.612 -2.159 -2.274
C 1.340 -2.130 -0.778
H 2.360 -2.948 -2.428
H 2.067 -1.213 -2.635
H 0.703 -2.361 -2.866
C 2.316 -2.377 0.219
C 3.732 -2.636 -0.205
H 1.976 -2.833 1.169
H 3.930 -3.720 -0.142
H 4.432 -2.175 0.498
H 3.981 -2.299 -1.224
Ti 1.111 -0.283 -0.347
Cl 0.725 -0.554 1.876
Cl 3.217 0.516 -0.697
H -4.765 -1.742 2.290
H -4.076 0.468 3.024
C -3.740 -1.915 1.924
C -3.050 0.347 2.654
N -3.059 -0.670 1.630
H -3.763 -2.499 0.998
C -2.669 -0.363 0.359
O -1.890 0.572 0.094
H -2.684 1.307 2.275
H -3.201 -0.968 -0.403
H -3.228 -2.481 2.717
H -2.417 0.027 3.491
H -0.631 2.022 -4.904
H -2.979 0.734 -5.020
C -0.246 1.013 -4.702
C -2.437 -0.167 -4.688
N -1.224 0.217 -3.962
H 0.715 1.084 -4.189
C -1.051 -0.118 -2.672
O 0.032 0.076 -2.034
H -3.064 -0.775 -4.025
H -1.902 -0.589 -2.172
H -0.099 0.550 -5.682
H -2.168 -0.742 -5.589
C 0.434 4.331 1.451
N 0.950 4.094 0.127
C 1.030 2.879 -0.470
N 1.609 2.916 -1.714
O 0.611 1.816 0.051
H -0.058 3.456 1.898
H -0.275 5.157 1.375
H 1.243 4.669 2.105
H 1.375 4.904 -0.356
H 2.099 2.053 -1.973
H 2.083 3.789 -1.913
*
```

- <S²>: 0.76
- E_HOMO (alpha / beta): -0.2451 / -0.2624 Ha

[4]
A cluster of 16 separate species, C19H33Cl30O3PS in total, computed with the ωB97M-V functional and the def2-TZVPD basis.

```
! wB97M-V def2-TZVPD RIJCOSX def2/J DEFGRID3
* xyz 0 1
O 1.555 -1.289 0.114
C 0.811 -0.738 -0.620
C -0.501 -1.237 -1.135
C -1.313 -0.192 -1.135
P -3.102 -0.195 -1.185
S -3.925 0.465 0.446
C -0.453 1.037 -1.104
O -0.752 2.096 -1.535
O 0.840 0.653 -0.795
H -0.693 -2.288 -1.291
H -3.449 0.495 -2.354
H -3.336 -1.559 -1.388
C -2.901 -3.466 2.159
Cl -3.914 -4.828 1.692
Cl -1.682 -3.075 0.924
H -3.524 -2.587 2.283
H -2.379 -3.713 3.074
C 1.196 4.626 -2.414
Cl 1.940 5.999 -1.589
Cl 2.399 3.444 -2.962
H 0.528 4.120 -1.729
H 0.665 4.992 -3.283
C 5.137 3.907 -5.363
Cl 4.634 4.233 -7.031
Cl 6.612 2.938 -5.272
H 5.321 4.857 -4.877
H 4.337 3.369 -4.870
C 5.404 3.459 -10.566
Cl 5.343 2.222 -11.822
Cl 7.051 4.080 -10.320
H 4.779 4.296 -10.849
H 5.072 3.021 -9.632
C -2.719 1.449 3.996
Cl -1.633 0.150 4.534
Cl -4.390 0.906 3.877
H -2.663 2.256 4.716
H -2.396 1.772 3.012
C -1.103 -1.304 7.951
Cl 0.168 -0.712 9.030
Cl -2.669 -1.427 8.768
H -1.210 -0.611 7.125
H -0.821 -2.292 7.605
C -6.747 -7.208 0.464
Cl -7.744 -5.921 1.144
Cl -5.637 -7.895 1.660
H -7.391 -8.000 0.103
H -6.156 -6.788 -0.342
C 1.677 -3.906 3.995
Cl 2.900 -3.267 5.094
Cl 0.098 -4.074 4.787
H 1.568 -3.222 3.162
H 1.989 -4.888 3.663
C -1.814 -5.136 9.919
Cl -1.826 -4.824 8.182
Cl -0.675 -6.416 10.363
H -1.522 -4.225 10.427
H -2.808 -5.446 10.217
C -9.161 -3.087 4.127
Cl -9.475 -3.043 2.386
Cl -7.971 -4.313 4.570
H -8.779 -2.118 4.424
H -10.092 -3.314 4.632
C 8.974 1.831 -8.183
Cl 10.036 2.444 -6.908
Cl 9.721 0.525 -9.112
H 8.072 1.449 -7.719
H 8.746 2.643 -8.860
C -0.592 -8.192 13.856
Cl 0.629 -7.550 14.961
Cl -2.187 -8.308 14.610
H -0.667 -7.527 13.005
H -0.286 -9.185 13.549
C -7.483 2.872 1.046
Cl -7.619 1.709 -0.279
Cl -5.823 3.084 1.613
H -7.847 3.829 0.694
H -8.078 2.510 1.876
C 4.033 7.684 -9.644
Cl 3.268 6.091 -9.793
Cl 3.219 8.914 -10.611
H 3.990 7.976 -8.601
H 5.062 7.604 -9.973
C 8.458 7.356 -9.030
Cl 7.290 8.657 -9.341
Cl 9.282 7.555 -7.484
H 7.915 6.418 -9.014
H 9.195 7.373 -9.822
*
```

- E_HOMO: -0.3478 Ha

Calculated values (eV Å⁻¹) of maximum force for the records, taken in order: 0.5; 2.9; 5.0; 1.3.